(1)
A single C2H6N2O molecule at a distorted geometry, computed with ωB97M-V/def2-TZVPD.

```
11
Properties=species:S:1:pos:R:3:forces:R:3:nbo_charge:R:1
O 2.14185 0.08459 -0.17906 1.523 -0.345 0.164 -0.69
N -1.38637 -0.38891 -0.42156 1.390 -0.449 -1.973 -0.23
N -1.74784 0.27811 0.70714 2.094 -1.523 0.865 -0.63
C -0.11533 -0.36654 -0.63850 -0.885 -0.364 0.347 -0.01
C 0.88840 0.17546 0.36133 -1.923 1.985 -2.133 -0.15
H -1.15494 1.05920 0.73170 0.670 1.562 0.922 0.33
H -2.64324 0.58763 0.62354 -3.142 0.677 -0.240 0.36
H 0.70855 -0.17287 1.34286 0.136 -0.774 1.228 0.19
H 0.31255 -0.63970 -1.62291 -0.589 -0.362 0.662 0.19
H 0.68788 1.25570 0.36951 0.059 0.185 0.441 0.17
H 2.25544 -0.84460 -0.34827 0.667 -0.594 -0.283 0.46
```
Forces are in eV/Å.

Results
Orbital gap, Eh: 0.3646
Energy above the lowest of the compared OMol25 structures with the same formula, charge and spin, kJ/mol: 285.4
Max |F|, eV Å⁻¹: 3.49
SMILES string: N/N=C\CO
Total charge: 0
HOMO, eV: -9.041


(2)
A 2-piece molecular cluster, C2H6N2O overall at a distorted geometry, computed with ωB97M-V/def2-TZVPD.

```
11
Properties=species:S:1:pos:R:3:forces:R:3:nbo_charge:R:1
O -1.86628 1.14721 -1.06680 -1.545 0.705 -0.128 -0.54
N 1.85815 0.40831 0.76867 -0.352 -0.601 -1.293 -0.63
N -0.20030 -0.15216 -0.42861 3.697 1.353 -1.661 -0.28
C -0.71732 -1.07026 0.37302 -1.628 -3.884 2.426 -0.47
C -0.71013 1.03212 -0.79278 1.718 0.512 -0.670 0.48
H 2.35868 -0.23492 0.06537 -0.878 1.684 0.899 0.33
H 1.61979 1.33020 0.33067 0.845 -1.029 0.050 0.31
H 0.11261 1.78648 -1.04108 -1.048 -0.404 0.364 0.10
H -1.23690 -0.59428 1.23635 -0.681 -0.869 -0.688 0.20
H 0.01480 -1.77375 0.87364 -0.130 0.962 -0.766 0.24
H -1.23310 -1.87893 -0.31846 0.001 1.573 1.466 0.25
```
Forces are in eV/Å.

Results
Orbital gap (alpha / beta), Eh: 0.3488 / 0.3114
Energy above the lowest of the compared OMol25 structures with the same formula, charge and spin, kJ/mol: 544.0
Max |F|, eV Å⁻¹: 4.86
Total charge: 0
HOMO (alpha / beta), eV: -10.179 / -9.918


(3)
A single C2H6N2O molecule at a distorted geometry, computed with ωB97M-V/def2-TZVPD.

```
11
Properties=species:S:1:pos:R:3:forces:R:3:nbo_charge:R:1
O -0.00057 -1.10556 0.25828 -0.945 0.102 -1.131 -0.38
N 0.14612 1.08857 -1.20576 -2.394 2.483 0.563 -0.70
N -0.77361 0.01084 0.58350 -1.752 -0.464 0.716 -0.34
C 1.33953 -0.91690 0.60240 0.503 0.348 -0.308 -0.26
C -0.85818 1.03003 -0.35960 2.401 -1.262 -1.798 0.23
H 1.76313 -0.02216 0.09060 -0.170 -0.739 0.581 0.21
H 1.34142 -0.88469 1.67246 0.697 0.419 0.801 0.17
H -1.67022 -0.40222 0.88961 0.670 0.734 -0.221 0.37
H 1.82405 -1.83412 0.28043 0.220 0.041 -0.108 0.19
H -1.79096 1.62504 -0.33215 0.712 -0.059 0.238 0.18
H 0.04155 1.98804 -1.76811 0.057 -1.603 0.667 0.34
```
Forces are in eV/Å.

Results
Orbital gap, Eh: 0.3739
Energy above the lowest of the compared OMol25 structures with the same formula, charge and spin, kJ/mol: 333.3
Max |F|, eV Å⁻¹: 3.49
SMILES string: [H]/N=C/NOC
Total charge: 0
HOMO, eV: -9.227


(4)
A single C2H6N2O2 molecule at a distorted geometry, computed with ωB97M-V/def2-TZVPD.

```
12
Properties=species:S:1:pos:R:3:forces:R:3:nbo_charge:R:1
O 0.60968 -0.66021 -0.60913 -2.237 -0.085 -0.352 -0.53
O -1.33534 0.39360 -1.58534 1.145 -0.051 0.992 -0.39
N -1.39777 -0.20010 0.75019 0.531 -0.231 -0.449 -0.85
N -0.50094 1.43938 -0.77142 -1.537 -0.066 -0.806 -0.35
C -0.63481 0.06903 -0.42641 1.928 0.332 -0.063 0.70
C 1.55604 -0.55093 0.44200 -0.256 0.044 0.594 -0.26
H -2.01768 0.58944 0.90689 0.157 -0.028 -0.064 0.39
H 1.86020 0.48907 0.59041 0.020 0.022 0.011 0.17
H 2.43681 -1.14862 0.19393 -0.269 0.118 -0.317 0.20
H 1.15680 -0.94242 1.38330 -0.052 0.139 -0.086 0.19
H 0.25013 1.53292 -1.45299 0.452 -0.111 0.439 0.36
H -1.98312 -1.01117 0.57857 0.119 -0.084 0.102 0.38
```
Forces are in eV/Å.

Results
Orbital gap, Eh: 0.4125
Energy above the lowest of the compared OMol25 structures with the same formula, charge and spin, kJ/mol: 358.8
Max |F|, eV Å⁻¹: 2.27
SMILES string: CO[C@@]1(N)NO1
Total charge: 0
HOMO, eV: -10.211


(5)
A 3-piece molecular cluster, C2H6N2O2 overall at a distorted geometry, computed with ωB97M-V/def2-TZVPD.

```
12
Properties=species:S:1:pos:R:3:forces:R:3:nbo_charge:R:1
O 0.88737 1.18379 -0.34524 3.123 -0.913 -1.354 -0.33
O -1.96684 1.16536 1.71025 -2.215 1.214 1.429 -0.44
N 1.96481 0.79772 -0.71358 -2.386 2.313 1.089 0.15
N 1.73672 -1.24130 -0.90508 -1.777 0.866 -0.684 -0.96
C -1.82631 0.77987 0.35181 0.038 0.705 -2.926 -0.18
C -0.89365 0.48871 1.38010 2.254 -2.593 0.433 0.10
H 1.45762 -1.27996 -1.87898 -0.076 -0.180 0.378 0.38
H 0.96283 -1.15425 -0.25179 0.322 -0.567 -0.352 0.39
H -0.63809 -0.51270 1.83252 -0.244 1.077 -0.247 0.15
H -1.61177 1.57440 -0.39540 0.025 -0.251 0.912 0.19
H 2.43648 -1.87268 -0.67746 1.214 -1.382 0.587 0.38
H -2.50917 0.07104 -0.10715 -0.280 -0.289 0.735 0.18
```
Forces are in eV/Å.

Results
Orbital gap (alpha / beta), Eh: 0.3114 / 0.3224
Energy above the lowest of the compared OMol25 structures with the same formula, charge and spin, kJ/mol: 742.5
Max |F|, eV Å⁻¹: 3.52
Total charge: 0
HOMO (alpha / beta), eV: -7.792 / -7.911


(6)
A single C2H6N2O2 molecule at a distorted geometry, computed with ωB97M-V/def2-TZVPD.

```
12
Properties=species:S:1:pos:R:3:forces:R:3:nbo_charge:R:1
O 2.21430 0.56157 -0.02215 -4.880 -1.238 0.131 -0.57
O -0.01916 -0.80382 -0.04950 -1.709 0.755 -0.099 -0.34
N -0.00802 1.47193 0.01550 0.157 -0.118 0.018 -0.09
N 0.54584 0.40595 0.00195 6.635 1.254 -0.059 0.45
C -1.41930 1.65171 -0.03419 -0.902 -0.398 -0.147 -0.48
C 0.84762 -1.92409 0.03440 1.044 -0.308 0.113 -0.28
H 0.64533 -2.56590 -0.82150 -0.050 0.105 0.017 0.19
H -1.59091 2.50162 -0.69515 -0.087 -0.096 0.054 0.23
H 0.63393 -2.45170 0.96504 -0.017 0.097 -0.073 0.19
H 1.87708 -1.55504 0.01866 -0.145 -0.113 -0.002 0.26
H -1.96932 0.77229 -0.37608 -0.026 0.075 0.032 0.21
H -1.75738 1.93546 0.96301 -0.018 -0.016 0.015 0.23
```
Forces are in eV/Å.

Results
Orbital gap, Eh: 0.3704
Energy above the lowest of the compared OMol25 structures with the same formula, charge and spin, kJ/mol: 723.9
Max |F|, eV Å⁻¹: 6.75
SMILES string: C/N=[N+](/[O-])OC
Total charge: 0
HOMO, eV: -9.355


(7)
A 2-piece molecular cluster, C2H6N2O2 overall at a distorted geometry, computed with ωB97M-V/def2-TZVPD.

```
12
Properties=species:S:1:pos:R:3:forces:R:3:nbo_charge:R:1
O 0.36130 1.42640 1.49661 -0.585 -0.537 -0.630 -0.62
O -1.89366 0.38830 -0.31195 1.022 0.690 0.996 -0.50
N -0.67977 -0.09156 -0.46117 1.471 -1.475 -0.766 0.03
N -0.55204 -1.31871 -0.58066 -0.678 0.421 0.206 -0.24
C -0.67895 1.65944 0.71102 -1.172 0.860 0.286 0.29
C 0.83090 -1.75871 -0.70289 0.039 0.195 -0.120 -0.45
H 0.92922 -2.34328 -1.62051 0.002 0.037 0.074 0.21
H 1.16654 1.31437 0.96961 -0.052 -0.052 -0.066 0.50
H 1.54848 -0.92717 -0.73064 -0.111 -0.051 -0.005 0.17
H -1.56901 1.84245 1.29437 0.104 0.116 0.065 0.20
H 1.07280 -2.41621 0.13611 -0.068 0.052 -0.060 0.20
H -0.53580 2.22468 -0.19990 0.027 -0.255 0.021 0.20
```
Forces are in eV/Å.

Results
Orbital gap, Eh: 0.3207
Energy above the lowest of the compared OMol25 structures with the same formula, charge and spin, kJ/mol: 583.9
Max |F|, eV Å⁻¹: 2.22
Total charge: 0
HOMO, eV: -8.613


(8)
A single C2H6N2O2S molecule at a distorted geometry, computed with ωB97M-V/def2-TZVPD.

```
13
Properties=species:S:1:pos:R:3:forces:R:3:nbo_charge:R:1
S 3.59967 0.11412 0.20876 -0.618 1.318 -0.783 1.99
O 3.50588 1.40473 -0.45801 -0.167 -0.506 0.280 -0.91
O 4.89006 -0.47732 0.33721 0.408 -0.643 0.171 -0.87
N 1.26847 -0.40081 -0.68170 -0.181 -3.674 3.636 -0.34
N 2.39802 -0.94192 -0.15626 -1.738 1.200 -1.046 -0.48
C -0.06737 -0.82916 -0.07939 1.394 3.071 -1.941 -0.21
C -0.95024 0.42647 0.23503 3.119 -0.085 -2.518 -0.61
H -1.71493 0.05597 0.79522 -2.815 -0.614 1.101 0.22
H 1.17018 0.29274 -1.34336 0.959 2.079 -1.585 0.38
H -0.39533 1.09695 0.88561 0.126 0.232 -0.165 0.22
H -0.50358 -1.46848 -0.78444 -1.069 -0.673 -1.331 0.19
H -1.20946 0.93547 -0.75776 -0.036 -0.649 1.679 0.21
H 0.15768 -1.46627 0.68834 0.620 -1.057 2.502 0.21
```
Forces are in eV/Å.

Results
Orbital gap (alpha / beta), Eh: 0.2908 / 0.2947
Energy above the lowest of the compared OMol25 structures with the same formula, charge and spin, kJ/mol: 393.5
Max |F|, eV Å⁻¹: 5.17
SMILES string: CCNN=S(=O)=O
Total charge: 0
HOMO (alpha / beta), eV: -9.079 / -9.202